Below is 7 unconnected molecules or ions with the total composition C33H84N4O11, with properties calculated with ωB97M-V/def2-TZVPD.

Positions of all 132 atoms, in Å:
C (-1.221, 4.958, -6.909)
O (-0.751, 4.554, -5.646)
C (-0.744, 3.178, -5.492)
C (-0.243, 2.926, -4.113)
N (1.124, 3.398, -4.019)
C (1.539, 3.436, -2.650)
C (2.963, 3.924, -2.563)
O (3.012, 5.284, -2.838)
C (4.310, 5.770, -2.671)
H (-0.863, 4.193, -7.618)
H (-0.882, 5.950, -7.231)
H (-2.319, 4.983, -6.864)
H (-0.015, 2.797, -6.258)
H (-1.724, 2.687, -5.671)
H (-0.218, 1.875, -3.863)
H (-0.961, 3.500, -3.492)
H (1.114, 4.344, -4.343)
H (1.403, 2.462, -2.134)
H (0.844, 4.033, -2.075)
H (3.502, 3.296, -3.271)
H (3.334, 3.774, -1.503)
H (4.495, 6.769, -3.078)
H (5.054, 5.112, -3.150)
H (4.527, 5.766, -1.594)
C (1.661, -3.880, -3.216)
O (1.018, -3.714, -1.956)
C (1.763, -4.329, -0.912)
C (1.030, -4.064, 0.372)
N (1.713, -4.725, 1.423)
C (0.896, -4.928, 2.591)
C (1.548, -5.667, 3.695)
O (2.481, -4.789, 4.297)
C (3.200, -5.373, 5.378)
H (2.496, -3.224, -3.371)
H (0.934, -3.619, -4.007)
H (1.966, -4.933, -3.357)
H (2.780, -3.929, -0.990)
H (1.861, -5.428, -1.050)
H (-0.010, -4.408, 0.259)
H (0.870, -2.961, 0.490)
H (2.525, -4.213, 1.717)
H (-0.026, -5.482, 2.313)
H (0.647, -3.949, 3.058)
H (1.953, -6.633, 3.317)
H (0.800, -5.847, 4.482)
H (2.526, -5.639, 6.232)
H (3.930, -4.742, 5.867)
H (3.711, -6.269, 5.011)
C (-5.810, 2.433, 2.870)
O (-5.520, 1.031, 2.796)
C (-4.218, 0.798, 2.294)
C (-3.834, -0.646, 2.643)
N (-2.457, -0.904, 2.286)
C (-2.099, -2.281, 2.406)
C (-2.056, -2.857, 3.814)
O (-1.070, -2.146, 4.524)
C (-0.880, -2.656, 5.809)
H (-5.882, 2.911, 1.868)
H (-5.095, 2.992, 3.466)
H (-6.792, 2.562, 3.314)
H (-3.562, 1.511, 2.781)
H (-4.145, 0.970, 1.201)
H (-4.458, -1.329, 2.063)
H (-4.109, -0.813, 3.707)
H (-1.779, -0.318, 2.776)
H (-1.061, -2.377, 2.040)
H (-2.785, -2.842, 1.784)
H (-1.789, -3.923, 3.769)
H (-3.023, -2.798, 4.327)
H (-1.808, -3.124, 6.159)
H (-0.526, -1.907, 6.509)
H (-0.142, -3.475, 5.744)
C (1.188, -0.110, 2.014)
O (1.510, 1.272, 2.236)
C (2.844, 1.465, 2.727)
C (3.908, 1.118, 1.724)
N (3.699, 1.732, 0.423)
C (4.868, 1.322, -0.365)
C (4.531, 0.075, -1.156)
O (5.726, -0.372, -1.842)
C (5.470, -1.347, -2.808)
H (1.868, -0.560, 1.305)
H (0.189, -0.096, 1.595)
H (1.210, -0.660, 2.959)
H (3.032, 0.928, 3.673)
H (2.770, 2.524, 2.965)
H (3.933, 0.020, 1.620)
H (4.864, 1.410, 2.157)
H (3.621, 2.746, 0.496)
H (5.712, 1.050, 0.305)
H (5.159, 2.163, -1.008)
H (3.718, 0.281, -1.870)
H (4.107, -0.711, -0.475)
H (4.925, -2.175, -2.327)
H (6.458, -1.576, -3.217)
H (4.819, -0.950, -3.591)
C (-4.840, -0.916, -2.526)
C (-5.426, -2.268, -2.250)
C (-5.647, -2.563, -0.774)
O (-6.664, -2.510, -2.921)
H (-4.617, -0.876, -3.573)
H (-3.900, -0.793, -1.990)
H (-5.525, -0.157, -2.182)
H (-4.742, -3.056, -2.605)
H (-6.396, -1.927, -0.288)
H (-4.741, -2.492, -0.164)
H (-6.074, -3.563, -0.614)
H (-7.323, -1.870, -2.598)
C (-0.925, 4.202, 2.618)
C (-1.136, 3.826, 1.180)
C (-1.961, 4.795, 0.382)
O (0.135, 3.594, 0.564)
H (-0.321, 5.098, 2.733)
H (-0.454, 3.404, 3.184)
H (-1.914, 4.286, 3.062)
H (-1.716, 2.893, 1.198)
H (-3.014, 4.618, 0.634)
H (-1.780, 4.506, -0.667)
H (-1.720, 5.858, 0.545)
H (0.657, 3.018, 1.136)
C (0.827, -0.436, -1.553)
C (-0.612, -0.656, -1.024)
C (-1.347, 0.670, -0.885)
O (-1.284, -1.524, -1.987)
H (0.808, 0.225, -2.429)
H (1.200, -1.420, -1.865)
H (1.582, -0.040, -0.863)
H (-0.597, -1.193, -0.047)
H (-0.633, 1.379, -0.497)
H (-2.138, 0.623, -0.130)
H (-1.704, 1.067, -1.828)
H (-0.843, -2.389, -2.065)

Its SMILES is COCCNCCOC.COCCNCCOC.COCCNCCOC.COCCNCCOC.CC(C)O.CC(C)O.CC(C)O. The calculation puts the frontier orbital gap at 9.0 eV. The value obtained for the energy relative to the best compared isomer or geometry (same formula, charge and spin) is 0.00 kJ/mol.

Below is 10 unconnected molecules or ions with the total composition C33H86N2O11S, with properties calculated with ωB97M-V/def2-TZVPD.

Positions of all 133 atoms, in Å:
O (-7.645, -1.937, 0.494)
S (-7.274, -1.018, -0.551)
O (-8.049, 0.171, -0.809)
C (-5.519, -0.577, -0.418)
C (-4.820, -1.165, -1.646)
C (-5.644, -2.346, -2.158)
C (-7.094, -1.932, -2.101)
H (-5.201, -0.941, 0.561)
H (-5.466, 0.503, -0.283)
H (-4.678, -0.406, -2.415)
H (-3.850, -1.482, -1.259)
H (-5.478, -3.143, -1.422)
H (-5.347, -2.727, -3.132)
H (-7.875, -2.691, -2.123)
H (-7.384, -1.200, -2.860)
C (-2.141, -2.788, -3.552)
O (-1.220, -3.821, -3.680)
C (-0.670, -4.188, -2.430)
C (0.366, -5.286, -2.632)
C (1.415, -4.868, -3.646)
N (-0.208, -6.578, -3.024)
H (-2.901, -2.959, -2.775)
H (-2.662, -2.616, -4.494)
H (-1.711, -1.816, -3.261)
H (-0.179, -3.309, -1.980)
H (-1.475, -4.489, -1.743)
H (0.856, -5.412, -1.659)
H (1.020, -4.963, -4.659)
H (2.301, -5.497, -3.573)
H (1.713, -3.827, -3.509)
H (-1.024, -6.765, -2.446)
H (-0.599, -6.468, -3.957)
C (1.452, 5.935, -4.983)
O (1.559, 4.763, -4.199)
C (0.418, 3.935, -4.236)
C (0.866, 2.488, -4.286)
C (-0.310, 1.549, -4.478)
N (1.675, 2.174, -3.065)
H (0.481, 6.423, -4.855)
H (1.589, 5.708, -6.047)
H (2.232, 6.623, -4.667)
H (-0.210, 4.122, -3.352)
H (-0.203, 4.149, -5.113)
H (1.504, 2.427, -5.178)
H (-0.683, 1.605, -5.505)
H (-1.161, 1.861, -3.860)
H (-0.125, 0.497, -4.267)
H (2.130, 3.053, -2.819)
H (2.453, 1.595, -3.366)
C (4.698, -2.927, 2.621)
C (3.840, -1.957, 1.814)
C (4.604, -1.065, 0.864)
O (2.967, -2.720, 0.971)
H (4.063, -3.544, 3.254)
H (5.441, -2.383, 3.213)
H (5.272, -3.568, 1.950)
H (3.218, -1.373, 2.512)
H (3.899, -0.502, 0.253)
H (5.189, -1.700, 0.198)
H (5.230, -0.366, 1.419)
H (2.455, -3.371, 1.478)
C (-2.848, 4.558, 1.269)
C (-1.603, 3.904, 0.738)
C (-0.442, 3.850, 1.708)
O (-1.997, 2.510, 0.472)
H (-3.220, 3.984, 2.121)
H (-3.645, 4.703, 0.545)
H (-2.623, 5.552, 1.680)
H (-1.291, 4.255, -0.250)
H (-0.774, 3.571, 2.708)
H (0.087, 4.809, 1.749)
H (0.281, 3.116, 1.351)
H (-1.351, 2.106, -0.139)
C (1.531, 0.783, 4.273)
C (2.723, 1.639, 4.645)
C (2.691, 2.917, 3.852)
O (2.667, 1.908, 6.052)
H (1.511, 0.682, 3.180)
H (0.540, 1.131, 4.571)
H (1.597, -0.254, 4.613)
H (3.608, 1.012, 4.486)
H (1.762, 3.421, 4.126)
H (2.638, 2.669, 2.789)
H (3.561, 3.561, 3.983)
H (2.883, 2.829, 6.218)
C (0.578, -2.776, 3.309)
C (0.343, -4.240, 2.961)
C (-0.966, -4.441, 2.215)
O (1.475, -4.741, 2.222)
H (-0.376, -2.341, 3.612)
H (0.988, -2.243, 2.451)
H (1.245, -2.651, 4.163)
H (0.278, -4.759, 3.926)
H (-1.147, -3.662, 1.472)
H (-1.779, -4.326, 2.936)
H (-1.009, -5.437, 1.772)
H (1.169, -5.476, 1.682)
C (-2.726, 1.030, 4.198)
C (-2.730, 0.189, 2.945)
C (-3.259, -1.199, 3.209)
O (-3.565, 0.796, 1.957)
H (-2.255, 1.986, 3.941)
H (-2.107, 0.618, 4.999)
H (-3.745, 1.175, 4.548)
H (-1.720, 0.079, 2.522)
H (-4.211, -1.133, 3.742)
H (-2.556, -1.713, 3.872)
H (-3.411, -1.797, 2.311)
H (-3.077, 1.544, 1.570)
C (4.847, 4.041, -1.849)
C (5.335, 3.473, -0.548)
C (4.263, 2.708, 0.183)
O (6.472, 2.680, -0.847)
H (3.888, 4.547, -1.701)
H (4.664, 3.242, -2.575)
H (5.558, 4.738, -2.284)
H (5.653, 4.336, 0.060)
H (4.634, 2.019, 0.937)
H (3.593, 2.184, -0.516)
H (3.516, 3.379, 0.629)
H (6.754, 2.177, -0.078)
C (1.009, 0.284, 0.511)
C (0.207, 0.089, -0.758)
C (-0.957, -0.827, -0.460)
O (-0.308, 1.326, -1.250)
H (1.845, 0.984, 0.433)
H (1.358, -0.694, 0.850)
H (0.383, 0.729, 1.294)
H (0.866, -0.363, -1.511)
H (-1.548, -0.423, 0.368)
H (-0.590, -1.786, -0.066)
H (-1.580, -1.105, -1.304)
H (0.314, 1.675, -1.922)

Its SMILES is O=S1(=O)CCCC1.COC[C@H](C)N.COC[C@H](C)N.CC(C)O.CC(C)O.CC(C)O.CC(C)O.CC(C)O.CC(C)O.CC(C)O. The calculation puts the frontier orbital gap at 10.0 eV.

Below is 13 unconnected molecules or ions with the total composition C33H86O13, with properties calculated with ωB97M-V/def2-TZVPD.

Positions of all 132 atoms, in Å:
C (20.381, 17.308, 9.902)
C (18.947, 17.389, 9.401)
C (18.166, 16.678, 10.510)
O (19.048, 15.834, 11.215)
C (20.400, 16.089, 10.846)
H (20.539, 18.172, 10.561)
H (21.166, 17.291, 9.155)
H (18.903, 16.903, 8.421)
H (18.578, 18.402, 9.240)
H (17.294, 16.142, 10.126)
H (17.760, 17.430, 11.202)
H (20.756, 15.195, 10.325)
H (21.037, 16.312, 11.702)
C (17.192, 14.757, 5.476)
C (18.424, 15.059, 4.630)
C (19.262, 15.822, 5.645)
O (19.128, 15.054, 6.833)
C (17.776, 14.595, 6.908)
H (16.601, 13.905, 5.150)
H (16.537, 15.634, 5.473)
H (18.262, 15.643, 3.725)
H (18.974, 14.151, 4.370)
H (18.878, 16.846, 5.781)
H (20.327, 15.901, 5.429)
H (17.188, 15.160, 7.632)
H (17.840, 13.532, 7.141)
C (18.963, 18.782, 2.540)
C (19.939, 17.790, 1.905)
C (19.589, 17.835, 0.439)
O (19.225, 19.203, 0.204)
C (18.490, 19.625, 1.331)
H (19.515, 19.385, 3.262)
H (18.092, 18.356, 3.035)
H (19.943, 16.776, 2.311)
H (20.962, 18.140, 2.053)
H (18.776, 17.174, 0.121)
H (20.447, 17.653, -0.204)
H (17.420, 19.410, 1.196)
H (18.563, 20.691, 1.539)
O (20.961, 21.365, 6.409)
H (21.637, 20.813, 5.972)
H (21.347, 22.245, 6.426)
O (25.920, 16.328, 4.502)
H (25.532, 17.174, 4.240)
H (26.792, 16.343, 4.098)
O (25.779, 21.795, 5.135)
H (26.184, 21.252, 5.814)
H (24.968, 22.113, 5.542)
C (24.433, 19.502, 1.030)
C (25.058, 18.327, 1.800)
C (26.218, 17.724, 0.997)
O (25.512, 18.804, 3.069)
H (25.084, 20.367, 0.890)
H (23.578, 19.813, 1.641)
H (24.048, 19.208, 0.053)
H (24.251, 17.604, 1.919)
H (26.103, 16.644, 0.844)
H (27.184, 17.944, 1.441)
H (26.213, 18.073, -0.041)
H (25.749, 19.734, 2.984)
C (24.600, 20.114, 10.167)
C (25.077, 21.220, 9.222)
C (26.460, 21.726, 9.595)
O (25.055, 20.734, 7.875)
H (23.522, 19.951, 10.147)
H (24.828, 20.358, 11.209)
H (25.114, 19.181, 9.924)
H (24.365, 22.044, 9.263)
H (26.423, 22.358, 10.480)
H (26.853, 22.300, 8.754)
H (27.148, 20.900, 9.799)
H (25.753, 20.081, 7.750)
C (16.120, 18.720, 7.078)
C (16.929, 19.958, 6.761)
C (18.192, 19.639, 5.983)
O (16.059, 20.788, 5.960)
H (15.168, 19.015, 7.518)
H (16.681, 18.056, 7.734)
H (15.891, 18.192, 6.150)
H (17.163, 20.528, 7.669)
H (18.697, 20.491, 5.531)
H (17.892, 18.976, 5.168)
H (18.911, 19.127, 6.628)
H (16.538, 21.575, 5.687)
C (24.404, 12.544, 8.470)
C (24.108, 13.979, 8.850)
C (25.349, 14.638, 9.434)
O (23.697, 14.742, 7.697)
H (25.337, 12.459, 7.903)
H (23.614, 12.077, 7.888)
H (24.584, 11.974, 9.387)
H (23.283, 14.045, 9.558)
H (25.157, 15.635, 9.834)
H (26.098, 14.766, 8.641)
H (25.851, 14.053, 10.206)
H (24.529, 14.946, 7.251)
C (20.578, 22.401, 2.992)
C (21.783, 23.250, 3.410)
C (23.066, 22.681, 2.894)
O (21.570, 24.561, 2.832)
H (20.351, 21.617, 3.722)
H (20.751, 21.928, 2.024)
H (19.681, 23.019, 2.954)
H (21.765, 23.359, 4.500)
H (24.005, 23.182, 3.125)
H (23.054, 22.690, 1.796)
H (23.098, 21.618, 3.150)
H (20.977, 25.058, 3.402)
C (22.570, 18.015, 7.012)
C (23.131, 18.521, 5.699)
C (22.205, 18.295, 4.530)
O (23.337, 19.952, 5.787)
H (21.665, 18.579, 7.249)
H (23.304, 18.198, 7.806)
H (22.421, 16.934, 7.029)
H (24.103, 18.067, 5.473)
H (22.201, 17.255, 4.192)
H (22.383, 18.954, 3.683)
H (21.173, 18.428, 4.890)
H (23.646, 20.116, 6.692)
C (22.760, 15.089, 1.541)
C (22.829, 15.166, 0.042)
C (23.426, 13.927, -0.603)
O (21.446, 15.307, -0.401)
H (22.107, 14.278, 1.870)
H (22.290, 16.001, 1.924)
H (23.734, 14.998, 2.026)
H (23.352, 16.084, -0.245)
H (23.154, 13.888, -1.653)
H (23.189, 13.030, -0.036)
H (24.521, 14.006, -0.542)
H (21.479, 15.870, -1.179)

The calculation puts the frontier orbital gap at 9.5 eV. The value obtained for the energy relative to the best compared isomer or geometry (same formula, charge and spin) is 0.00 kJ/mol.

Listing maximum force for the structures above in their given order: 2.190, 2.252, 1.875 eV/A.